ORCA calculation (ωB97M-V with the def2-TZVPD basis set) on a structure of composition C31H42Ge2N2OS2Zn.

Results
**HOMO energy**: -13.2 eV
**Total charge**: +2
**Maximum force**: 0.6 eV/A
**Total energy**: -8120.22515 Eh
**Gap between HOMO and LUMO**: 0.250 hartree
**ΔE to the lowest compared entry with this formula, charge and spin**: 0.5116 eV

Positions of all 81 atoms, in Å:
Zn -0.167 0.255 0.028
C 4.062 -2.427 -0.276
C 2.602 -2.001 -0.454
Ge 2.245 -0.227 0.307
C 3.044 1.292 -0.645
C 4.555 1.390 -0.414
C 2.778 -0.175 2.170
C 1.972 -0.015 3.220
Ge 0.056 0.107 2.935
C -0.981 -1.527 3.146
C -1.204 -1.936 4.610
C -0.852 1.829 3.041
C -1.002 2.369 4.471
C 2.391 0.018 4.645
C 1.417 0.084 5.635
C 1.745 0.107 6.983
C 3.077 0.063 7.358
C 4.066 -0.006 6.383
C 3.730 -0.029 5.042
H 4.220 -3.429 -0.674
H 4.348 -2.449 0.776
H 4.748 -1.761 -0.797
H 1.937 -2.717 0.034
H 2.332 -1.985 -1.513
H 2.548 2.202 -0.307
H 2.817 1.188 -1.709
H 4.793 1.470 0.647
H 4.957 2.278 -0.902
H 5.090 0.530 -0.815
H 3.841 -0.298 2.361
H -0.448 -2.316 2.610
H -1.933 -1.358 2.643
H -0.267 -2.079 5.148
H -1.746 -2.880 4.638
H -1.802 -1.200 5.149
H -1.827 1.683 2.574
H -0.297 2.542 2.428
H -1.603 1.709 5.098
H -1.510 3.331 4.431
H -0.039 2.523 4.957
H 0.354 0.113 5.383
H 0.965 0.158 7.730
H 3.348 0.079 8.404
H 5.106 -0.041 6.672
H 4.521 -0.080 4.308
S -0.392 2.537 -0.810
C -1.286 2.712 -2.258
N -1.043 2.083 -3.408
C -1.828 2.640 -4.513
C -2.802 3.593 -3.782
N -2.306 3.547 -2.405
H -0.188 1.569 -3.537
H -2.349 1.851 -5.053
H -1.177 3.171 -5.208
H -3.833 3.241 -3.825
H -2.762 4.607 -4.174
H -2.584 4.175 -1.670
O -2.037 -0.011 0.579
S -3.207 0.295 -0.398
C -4.575 -0.561 0.307
C -4.552 -1.936 0.531
C -5.655 -2.530 1.111
C -6.765 -1.760 1.453
C -6.780 -0.395 1.223
C -5.675 0.217 0.646
C -2.796 -0.651 -1.842
C -1.923 -1.730 -1.773
C -1.618 -2.419 -2.939
C -2.186 -2.031 -4.144
C -3.052 -0.947 -4.199
C -3.356 -0.244 -3.044
H -3.691 -2.529 0.254
H -5.662 -3.596 1.289
H -7.626 -2.237 1.902
H -7.646 0.193 1.492
H -5.668 1.283 0.461
H -1.494 -2.030 -0.824
H -0.948 -3.266 -2.904
H -1.953 -2.578 -5.047
H -3.487 -0.650 -5.143
H -4.032 0.602 -3.073

Results of the Löwdin charge analysis, in e, for atoms 1 through 8: number 1, Zn, carries 0.475; number 2, C, carries -0.155; number 3, C, carries -0.380; number 4, Ge, carries 0.850; number 5, C, carries -0.390; number 6, C, carries -0.152; number 7, C, carries -0.237; number 8, C, carries -0.342



ORCA calculation (ωB97M-V with the def2-TZVPD basis set) on a cluster of 9 separate species, C30H52ClF9N9O10S3 in total in a non-equilibrium geometry.

Results
**HOMO energy (alpha / beta)**: -12.0 / -12.0 eV
**Multiplicity**: 2
**Total charge**: +2
**Maximum force**: 5.8 eV/A
**Total energy**: -4972.38058 Eh
**Gap between HOMO and LUMO (alpha / beta)**: 0.284 / 0.126 hartree

Positions of all 114 atoms, in Å:
C -0.030 -1.295 1.861
C -1.238 -1.396 0.978
O -2.339 -1.806 1.396
N -0.962 -1.236 -0.510
H -0.047 -1.554 -0.795
H -1.588 -1.829 -1.035
C -1.229 0.245 -1.001
H -0.411 -1.427 2.874
H 0.529 -0.370 1.721
H 0.600 -2.151 1.618
H -0.422 0.971 -0.902
H -2.114 0.591 -0.467
H -1.565 0.188 -2.037
C -6.849 3.277 -1.177
C -6.338 1.762 -1.137
N -6.119 1.155 0.131
C -7.049 0.274 0.698
C -6.505 -0.137 1.893
N -5.211 0.480 2.086
C -5.115 1.324 0.972
C -4.289 0.313 3.253
H -7.171 3.534 -2.186
H -6.089 4.007 -0.899
H -7.771 3.461 -0.627
H -5.334 1.642 -1.543
H -7.134 1.253 -1.680
H -7.997 0.001 0.258
H -6.862 -0.670 2.762
H -4.174 1.845 0.881
H -4.105 -0.760 3.311
H -4.923 0.681 4.060
H -3.415 0.954 3.141
C 2.472 1.990 -1.651
C 2.965 3.432 -1.402
N 4.360 3.493 -1.456
C 5.164 2.999 -0.450
C 6.511 2.970 -0.871
N 6.540 3.545 -2.151
C 5.239 3.771 -2.514
C 7.735 3.843 -2.954
H 2.578 1.397 -0.743
H 2.891 1.482 -2.521
H 1.397 1.858 -1.773
H 2.543 3.818 -0.474
H 2.585 4.075 -2.197
H 4.859 2.533 0.476
H 7.275 2.640 -0.182
H 4.901 4.167 -3.461
H 7.947 4.888 -3.178
H 7.680 3.306 -3.901
H 8.648 3.494 -2.472
C 5.629 -7.558 5.016
C 5.066 -6.452 5.983
N 4.265 -5.476 5.221
C 3.173 -5.739 4.437
C 2.919 -4.544 3.718
N 3.607 -3.543 4.374
C 4.414 -4.136 5.331
C 3.784 -2.115 4.023
H 4.783 -8.074 4.563
H 5.925 -8.419 5.615
H 6.439 -7.220 4.370
H 5.909 -6.051 6.545
H 4.416 -7.004 6.662
H 2.851 -6.740 4.193
H 2.296 -4.241 2.890
H 5.074 -3.563 5.965
H 4.408 -2.158 3.131
H 4.270 -1.599 4.852
H 2.817 -1.676 3.779
C -0.674 2.484 -4.586
C -0.131 2.089 -5.913
N -0.018 0.627 -6.006
C -0.957 -0.137 -6.564
C -0.503 -1.477 -6.473
N 0.540 -1.539 -5.626
C 0.906 -0.185 -5.367
C 1.274 -2.692 -5.152
H 0.117 2.693 -3.866
H -1.460 1.861 -4.159
H -1.044 3.502 -4.707
H 0.841 2.524 -6.145
H -0.994 2.408 -6.498
H -1.736 0.322 -7.155
H -0.959 -2.389 -6.830
H 1.718 0.228 -4.787
H 0.713 -3.053 -4.291
H 2.309 -2.385 -5.002
H 1.152 -3.549 -5.815
Cl 2.113 -1.919 -1.668
C -1.020 3.233 1.665
F -1.740 3.771 2.646
F 0.264 3.577 1.856
F -1.152 1.861 1.692
S -1.525 3.780 -0.102
O -0.262 3.648 -0.866
O -2.650 2.797 -0.411
O -1.966 5.197 -0.061
C -1.409 1.345 6.127
F -1.781 1.958 7.266
F -2.132 1.725 5.111
F -0.084 1.456 5.959
S -1.869 -0.478 6.305
O -1.330 -1.283 5.139
O -1.245 -0.888 7.536
O -3.319 -0.467 6.548
C -4.165 -0.328 -3.804
F -3.337 0.716 -3.724
F -5.395 0.181 -3.847
F -3.838 -1.026 -4.855
S -4.072 -1.524 -2.301
O -5.223 -2.411 -2.406
O -2.874 -2.308 -2.448
O -4.148 -0.668 -1.105

Results of the Löwdin charge analysis, in e, for atoms 1 through 8: number 1, C, carries 0.008; number 2, C, carries -0.335; number 3, O, carries 0.120; number 4, N, carries 0.117; number 5, H, carries -0.025; number 6, H, carries 0.096; number 7, C, carries 0.028; number 8, H, carries 0.063



ORCA calculation (ωB97M-V with the def2-TZVPD basis set) on a cluster of 2 separate species, C11H16O in total in a non-equilibrium geometry.

Results
**HOMO energy**: -8.9 eV
**SMILES**: C=C1[C@H](C)CC[C@@H]1C.C=C=C=O
**Maximum force**: 3.8 eV/A
**Total energy**: -503.82229 Eh
**Gap between HOMO and LUMO**: 0.304 hartree
**ΔE to the lowest compared entry with this formula, charge and spin**: 4.5639 eV

Positions of all 28 atoms, in Å:
C 1.860 0.083 0.095
C 0.757 0.163 -0.638
C -0.131 1.427 -0.549
C -1.100 1.440 0.599
C -1.068 1.208 -1.811
C -1.180 -0.324 -2.011
C 0.301 -0.793 -1.747
C 0.428 -2.237 -1.285
H 2.635 -0.619 -0.028
H 2.167 0.837 0.677
H 0.328 2.450 -0.578
H -1.518 0.463 1.001
H -1.986 1.946 0.367
H -0.639 1.999 1.417
H -0.411 1.524 -2.676
H -2.028 1.654 -1.905
H -1.903 -0.745 -1.349
H -1.401 -0.665 -3.011
H 0.909 -0.665 -2.715
H 0.218 -2.932 -2.058
H -0.172 -2.343 -0.459
H 1.432 -2.503 -1.063
C 0.863 0.394 4.017
C 0.250 -0.554 3.344
C -0.197 -1.073 2.287
O -0.668 -1.751 1.466
H 1.569 1.057 3.570
H 0.685 0.557 5.042

Results of the natural (NBO) charge analysis, in e, for atoms 1 through 8: number 1, C, carries -0.418; number 2, C, carries 0.073; number 3, C, carries -0.270; number 4, C, carries -0.609; number 5, C, carries -0.390; number 6, C, carries -0.402; number 7, C, carries -0.249; number 8, C, carries -0.603



Q: What is the total energy in the third record?
A: -503.82229 Eh